ORCA calculation (ωB97M-V/def2-TZVPD) on a 7-piece molecular cluster, C39H31O14S overall in a non-equilibrium geometry.

Bonds (Å) are listed after each position.
Element x y z (Å)
1 O -6.579 -1.864 -0.447  C2 1.250
2 C -6.545 -2.427 -1.563  O1 1.250, O3 1.413, C4 1.615
3 O -7.741 -2.597 -2.296  C2 1.413, H7 0.991
4 C -5.097 -2.962 -2.035  C2 1.615, C5 1.621, H8 1.144, H9 1.155
5 C -4.701 -4.335 -1.269  C4 1.621, S6 1.871, H10 1.152, H11 1.146
6 S -5.214 -5.875 -2.198  C5 1.871, H12 1.386, H13 1.387
7 H -7.473 -2.795 -3.229  O3 0.991
8 H -5.005 -3.057 -3.171  C4 1.144
9 H -4.349 -2.171 -1.648  C4 1.155
10 H -3.549 -4.369 -1.235  C5 1.152
11 H -5.150 -4.281 -0.216  C5 1.146
12 H -5.669 -6.771 -1.242  S6 1.386
13 H -6.164 -5.602 -3.170  S6 1.387
14 C -2.690 -3.002 3.304  C15 1.333, C20 1.476, H22 1.082
15 C -3.044 -2.541 4.504  C14 1.333, C16 1.479, H23 1.083
16 C -4.462 -2.505 4.923  C15 1.479, O17 1.214, C18 1.479
17 O -4.787 -2.084 6.014  C16 1.214
18 C -5.470 -3.002 3.961  C16 1.479, C19 1.333, H24 1.083
19 C -5.114 -3.461 2.762  C18 1.333, C20 1.478, H25 1.083
20 C -3.697 -3.496 2.345  C14 1.476, C19 1.478, O21 1.224
21 O -3.368 -3.918 1.244  C20 1.224
22 H -1.658 -3.035 2.981  C14 1.082
23 H -2.318 -2.175 5.219  C15 1.083
24 H -6.503 -2.969 4.284  C18 1.083
25 H -5.840 -3.827 2.045  C19 1.083
26 C 2.149 -5.546 3.579  C27 1.335, C32 1.481, H34 1.083
27 C 1.052 -4.875 3.938  C26 1.335, C28 1.479, H35 1.083
28 C 1.105 -3.431 4.251  C27 1.479, O29 1.220, C30 1.475
29 O 0.107 -2.813 4.585  C28 1.220
30 C 2.415 -2.760 4.149  C28 1.475, C31 1.333, H36 1.082
31 C 3.511 -3.428 3.789  C30 1.333, C32 1.478, H37 1.082
32 C 3.464 -4.872 3.477  C26 1.481, C31 1.478, O33 1.215
33 O 4.462 -5.482 3.148  C32 1.215
34 H 2.129 -6.604 3.347  C26 1.083
35 H 0.082 -5.353 4.017  C27 1.083
36 H 2.436 -1.703 4.381  C30 1.082
37 H 4.478 -2.948 3.712  C31 1.082
38 C 3.485 0.977 0.333  C39 1.333, C44 1.478, H46 1.087
39 C 3.393 0.493 1.572  C38 1.333, C40 1.477, H47 1.084
40 C 4.529 -0.204 2.208  C39 1.477, O41 1.219, C42 1.479
41 O 4.445 -0.651 3.340  C40 1.219
42 C 5.772 -0.345 1.420  C40 1.479, C43 1.333, H48 1.083
43 C 5.865 0.140 0.182  C42 1.333, C44 1.478, H49 1.083
44 C 4.728 0.838 -0.455  C38 1.478, C43 1.478, O45 1.217
45 O 4.812 1.282 -1.585  C44 1.217
46 H 2.658 1.490 -0.151  C38 1.087
47 H 2.489 0.586 2.162  C39 1.084
48 H 6.594 -0.859 1.902  C42 1.083
49 H 6.768 0.046 -0.409  C43 1.083
50 C -0.236 4.355 -0.045  C51 1.333, C56 1.478, H58 1.083
51 C -0.637 5.609 -0.255  C50 1.333, C52 1.479, H59 1.083
52 C 0.338 6.707 -0.427  C51 1.479, O53 1.215, C54 1.478
53 O -0.027 7.851 -0.617  C52 1.215
54 C 1.773 6.361 -0.357  C52 1.478, C55 1.333, H60 1.083
55 C 2.174 5.107 -0.146  C54 1.333, C56 1.477, H61 1.083
56 C 1.199 4.010 0.025  C50 1.478, C55 1.477, O57 1.220
57 O 1.566 2.862 0.215  C56 1.220
58 H -0.936 3.539 0.083  C50 1.083
59 H -1.685 5.879 -0.310  C51 1.083
60 H 2.473 7.177 -0.485  C54 1.083
61 H 3.221 4.837 -0.092  C55 1.083
62 C 0.268 -2.066 -0.212  C63 1.333, C68 1.479, H70 1.083
63 C -1.051 -1.875 -0.251  C62 1.333, C64 1.478, H71 1.083
64 C -1.662 -0.946 -1.226  C63 1.478, O65 1.220, C66 1.478
65 O -2.869 -0.771 -1.261  C64 1.220
66 C -0.756 -0.239 -2.156  C64 1.478, C67 1.334, H72 1.083
67 C 0.564 -0.431 -2.117  C66 1.334, C68 1.479, H73 1.083
68 C 1.175 -1.360 -1.143  C62 1.479, C67 1.479, O69 1.215
69 O 2.375 -1.541 -1.109  C68 1.215
70 H 0.733 -2.743 0.494  C62 1.083
71 H -1.729 -2.385 0.422  C63 1.083
72 H -1.221 0.436 -2.863  C66 1.083
73 H 1.242 0.078 -2.791  C67 1.083
74 C 1.438 7.020 -4.523  C75 1.333, C80 1.479, H82 1.083
75 C 2.251 8.045 -4.782  C74 1.333, C76 1.479, H83 1.083
76 C 3.622 7.827 -5.290  C75 1.479, O77 1.216, C78 1.479
77 O 4.364 8.760 -5.525  C76 1.216
78 C 4.057 6.429 -5.500  C76 1.479, C79 1.334, H84 1.083
79 C 3.244 5.404 -5.240  C78 1.334, C80 1.478, H85 1.083
80 C 1.873 5.622 -4.733  C74 1.479, C79 1.478, O81 1.218
81 O 1.129 4.687 -4.497  C80 1.218
82 H 0.431 7.161 -4.150  C74 1.083
83 H 1.948 9.074 -4.635  C75 1.083
84 H 5.064 6.287 -5.873  C78 1.083
85 H 3.547 4.375 -5.387  C79 1.083

## Properties
HOMO-LUMO gap (Eh): 0.26771
Highest occupied orbital energy (eV): -11.5111
Total charge: +1
E_tot (eV): -80430.011